# 1
Density functional theory data (ωB97M-V/def2-TZVPD) for 2 unconnected molecules or ions with the total composition C5H12S.

LUMO level in eV: 0.9
HOMO level in eV: -8.87
Max |F| in eV/Å: 3.69
Energy relative to the best compared isomer or geometry (same formula, charge and spin) in kcal per mole: 50.3
Structure (SMILES): C=CC.CCS

Bonds (Å) are listed after each position.
Cartesian coordinates (Å):
1 C 1.9318 0.8596 -0.0133  C2 1.336, H4 1.155, H5 1.128
2 C 2.0511 -0.4009 -0.4392  C1 1.336, C3 1.449, H6 1.063
3 C 2.6070 -1.4714 0.3635  C2 1.449, H7 1.156, H8 1.124, H9 1.055
4 H 1.3859 1.6250 -0.6840  C1 1.155
5 H 2.3249 1.2415 0.9729  C1 1.128
6 H 1.5653 -0.7163 -1.3300  C2 1.063
7 H 2.2732 -1.2895 1.4554  C3 1.156
8 H 2.0268 -2.4158 0.1775  C3 1.124
9 H 3.6238 -1.5106 0.0842  C3 1.055
10 C -2.7042 1.2118 -0.2039  C11 1.504, H13 1.038, H14 1.064, H15 1.049
11 C -1.4129 0.4529 -0.0698  C10 1.504, S12 1.884, H16 1.120, H17 1.065
12 S -1.6834 -1.2797 0.6183  C11 1.884, H18 1.439
13 H -3.3084 1.4864 0.5938  C10 1.038
14 H -2.5843 2.1642 -0.6627  C10 1.064
15 H -3.4658 0.7633 -0.7695  C10 1.049
16 H -0.7475 0.7165 0.7916  C11 1.120
17 H -0.9050 0.1503 -0.9558  C11 1.065
18 H -2.9783 -1.5874 0.0708  S12 1.439


# 2
Density functional theory data (ωB97M-V/def2-TZVPD) for 2 unconnected molecules or ions with the total composition C2H8N2.

LUMO level (alpha / beta) in eV: -4.1 / -9.4
HOMO level (alpha / beta) in eV: -11.94 / -11.94
Max |F| in eV/Å: 3.29
2S+1: 2
Energy relative to the best compared isomer or geometry (same formula, charge and spin) in kcal per mole: 64.8
Net charge: +1

Bonds (Å) are listed after each position.
Cartesian coordinates (Å):
1 C -2.4764 2.7391 0.9670  N2 1.431, H3 1.087, H4 1.106, H5 1.111
2 N -1.7426 1.9332 1.8946  C1 1.431, H6 1.022, H7 1.023
3 H -1.7818 3.4818 0.5820  C1 1.087
4 H -3.4429 3.0622 1.3980  C1 1.106
5 H -2.8099 2.2275 0.0390  C1 1.111
6 H -0.7733 1.8924 1.5736  N2 1.022
7 H -2.2164 1.0666 2.1625  N2 1.023
8 C 3.1005 -3.5503 -2.0419  N9 1.272, H10 1.089, H11 1.079
9 N 2.3916 -2.8693 -1.2346  C8 1.272, H12 1.020
10 H 2.6353 -3.8912 -2.9651  C8 1.089
11 H 4.1312 -3.7440 -1.7863  C8 1.079
12 H 2.9847 -2.3480 -0.5888  N9 1.020